# 1
78
Properties=species:S:1:pos:R:3 method="wB97M-V/def2-TZVPD" total_charge=-2 e_above_lowest_kcal_mol=14.0 spin_multiplicity=1 gap_ev=6.2 homo_energy_ev=-2.61 e_lumo_ev=3.5644
Ca 0.33 -1.11 -1.41
Cl 7.44 -0.54 -1.39
C 5.80 -0.88 -0.89
C 4.78 -0.79 -1.83
C 3.46 -1.04 -1.50
N 2.36 -0.96 -2.40
C 2.49 -0.81 -3.72
O 3.49 -0.72 -4.44
C 1.13 -0.72 -4.45
C 1.07 -0.13 -5.70
C -0.15 -0.04 -6.34
C -1.28 -0.57 -5.73
C -1.14 -1.15 -4.49
N 0.04 -1.24 -3.85
C 3.15 -1.43 -0.14
C 4.19 -1.51 0.78
C 5.50 -1.24 0.41
Cl 6.75 -1.38 1.63
N 1.80 -1.72 0.13
C 1.35 -2.29 1.26
O 1.95 -2.64 2.28
C -0.16 -2.57 1.21
C -0.84 -2.81 2.39
C -2.19 -3.13 2.34
C -2.82 -3.23 1.11
C -2.07 -2.97 -0.03
N -0.77 -2.66 0.02
H 5.02 -0.52 -2.85
H 1.99 0.25 -6.12
H -0.22 0.43 -7.31
H -2.26 -0.50 -6.19
H -2.00 -1.53 -3.96
H 3.96 -1.81 1.79
H -0.30 -2.73 3.32
H -2.74 -3.30 3.26
H -3.87 -3.46 1.02
H -2.53 -2.99 -1.01
S -0.77 3.48 3.69
P -0.94 1.62 3.02
S -0.39 1.17 1.17
C -2.67 1.04 3.23
C -3.23 0.17 2.29
C -4.53 -0.30 2.44
C -5.29 0.09 3.54
C -4.75 0.97 4.47
C -3.45 1.44 4.32
C -0.03 0.52 4.18
C 1.36 0.67 4.25
C 2.12 -0.13 5.09
C 1.50 -1.08 5.90
C 0.13 -1.23 5.85
C -0.64 -0.44 4.98
H -2.63 -0.12 1.43
H -4.95 -0.97 1.70
H -6.31 -0.27 3.65
H -5.34 1.29 5.32
H -3.02 2.14 5.03
H 1.84 1.41 3.61
H 3.20 -0.02 5.11
H 2.10 -1.70 6.56
H -0.36 -1.97 6.47
H -1.71 -0.58 4.94
O -3.15 0.98 -2.57
C -1.97 0.90 -2.22
O -1.40 -0.08 -1.63
C -1.05 2.06 -2.59
C -1.61 3.17 -3.22
C -0.82 4.20 -3.67
C 0.55 4.11 -3.50
C 1.15 3.04 -2.87
C 0.33 2.02 -2.40
N 1.41 5.21 -4.03
O 2.61 5.06 -3.97
O 0.87 6.11 -4.64
H -2.69 3.18 -3.35
H -1.24 5.07 -4.16
H 2.22 3.01 -2.74
H 0.82 1.20 -1.89

# 2
79
Properties=species:S:1:pos:R:3 method="wB97M-V/def2-TZVPD" total_charge=+1 e_above_lowest_kcal_mol=0.0 spin_multiplicity=1 gap_ev=6.8 homo_energy_ev=-10.74 e_lumo_ev=-3.9238
Os -0.55 0.37 0.11
Te -5.40 0.31 -1.73
C -6.19 0.02 0.22
C -6.30 -1.25 0.75
C -6.66 -1.38 2.09
N -6.88 -0.34 2.89
C -6.79 0.88 2.36
C -6.45 1.11 1.04
C -3.47 0.30 -0.97
P -2.60 1.41 -0.05
C -2.98 3.15 -0.21
C -3.04 3.98 0.91
C -3.43 5.30 0.75
C -3.74 5.79 -0.51
C -3.68 4.96 -1.62
C -3.30 3.64 -1.47
C -2.33 1.02 1.69
C -3.21 0.17 2.41
C -2.89 -0.22 3.68
C -1.67 0.15 4.26
C -0.80 0.98 3.59
C -1.14 1.45 2.31
P -2.20 -0.89 -1.02
C -1.60 -1.35 -2.65
C -0.61 -2.34 -2.72
C -0.07 -2.67 -3.95
C -0.52 -2.04 -5.10
C -1.51 -1.07 -5.03
C -2.04 -0.72 -3.80
C -2.81 -2.44 -0.32
C -2.90 -2.67 1.05
C -3.54 -3.80 1.52
C -4.10 -4.71 0.64
C -4.01 -4.49 -0.73
C -3.37 -3.36 -1.21
H -6.10 -2.13 0.15
H -6.75 -2.36 2.54
H -6.99 1.71 3.03
H -6.37 2.13 0.66
H -2.81 3.60 1.89
H -3.48 5.95 1.61
H -4.05 6.82 -0.63
H -3.94 5.34 -2.60
H -3.27 2.98 -2.33
H -4.13 -0.15 1.94
H -3.59 -0.84 4.24
H -1.42 -0.19 5.25
H 0.12 1.30 4.05
H -0.56 2.27 1.89
H -0.27 -2.84 -1.82
H 0.70 -3.44 -4.01
H -0.10 -2.31 -6.06
H -1.86 -0.58 -5.93
H -2.81 0.05 -3.73
H -2.42 -2.00 1.74
H -3.59 -3.98 2.59
H -4.60 -5.60 1.01
H -4.44 -5.20 -1.42
H -3.31 -3.20 -2.28
Cl 5.23 -3.63 1.07
C 3.64 -2.99 1.03
C 3.44 -1.62 1.12
Cl 4.76 -0.54 1.28
C 2.14 -1.12 1.08
Cl 1.88 0.60 1.20
C 1.01 -1.93 0.95
O -0.24 -1.46 0.96
C 1.24 -3.31 0.86
Cl -0.11 -4.36 0.69
C 2.53 -3.83 0.90
Cl 2.77 -5.53 0.79
F -0.01 3.81 -3.10
C 0.04 2.49 -3.19
F 0.71 2.12 -4.26
F -1.20 2.00 -3.23
S 0.90 1.84 -1.69
O 0.64 0.36 -1.67
O 2.24 2.27 -1.79
O 0.07 2.33 -0.53

# 3
76
Properties=species:S:1:pos:R:3 method="wB97M-V/def2-TZVPD" total_charge=-2 spin_multiplicity=3 gap_ev="3.7 / 3.7" homo_energy_ev="-0.27 / -0.28" e_lumo_ev="3.3851 / 3.3850"
Pr 0.12 1.05 1.27
O 0.45 2.96 -0.13
S -0.98 3.33 -0.25
O -1.42 4.60 0.27
O -1.73 2.17 0.24
C -1.28 3.53 -2.06
C -1.82 4.74 -2.54
C -2.22 4.84 -3.88
C -1.87 3.86 -4.78
C -1.27 2.69 -4.36
C -1.07 2.46 -2.98
P -0.47 0.90 -2.29
C 1.14 0.86 -3.05
C 1.80 -0.38 -3.11
C 3.17 -0.43 -3.44
C 3.87 0.73 -3.81
C 3.18 1.95 -3.74
C 1.83 2.04 -3.40
C -1.55 -0.47 -2.89
C -2.51 -0.97 -2.00
C -3.20 -2.15 -2.26
C -2.88 -2.94 -3.38
C -1.82 -2.50 -4.17
C -1.25 -1.20 -4.06
H -1.94 5.58 -1.83
H -2.77 5.74 -4.17
H -2.11 3.99 -5.82
H -0.97 1.90 -5.06
H 1.31 -1.32 -2.84
H 3.66 -1.41 -3.39
H 4.87 0.71 -4.17
H 3.69 2.91 -4.03
H 1.37 3.03 -3.24
H -2.67 -0.38 -1.07
H -4.02 -2.45 -1.59
H -3.40 -3.88 -3.56
H -1.37 -3.19 -4.91
H -0.51 -0.85 -4.78
Se -0.75 3.59 4.71
Se 1.26 4.47 5.34
Se 1.87 1.14 5.36
Se -0.40 1.10 5.27
I 1.16 -4.34 -0.32
C 2.22 -2.95 0.77
C 3.45 -3.42 1.22
C 4.25 -2.69 2.10
I 5.53 -3.87 3.16
C 3.88 -1.41 2.43
C 4.74 -0.62 3.19
C 4.30 0.60 3.63
C 3.10 1.16 3.09
N 2.31 0.47 2.27
C 2.65 -0.85 1.99
C 1.79 -1.64 1.15
O 0.67 -1.11 0.70
H 3.75 -4.41 0.98
H 5.70 -1.05 3.45
H 4.82 1.16 4.44
H 2.91 2.23 3.19
C -2.28 -4.13 3.59
C -0.95 -3.69 3.50
C -0.63 -2.37 3.20
C -1.70 -1.44 2.99
C -1.55 -0.11 2.69
C -2.49 0.87 2.60
C -3.82 0.43 2.72
C -4.11 -0.88 2.93
C -3.08 -1.87 3.10
C -3.27 -3.23 3.45
H -2.50 -5.19 3.81
H -0.18 -4.43 3.69
H 0.37 -2.00 3.04
H -2.27 1.92 2.48
H -4.61 1.19 2.69
H -5.16 -1.21 2.98
H -4.33 -3.49 3.67

# 4
77
Properties=species:S:1:pos:R:3 method="wB97M-V/def2-TZVPD" total_charge=-1 e_above_lowest_kcal_mol=14.4 spin_multiplicity=3 gap_ev="4.2 / 6.5" homo_energy_ev="-2.22 / -4.49" e_lumo_ev="1.9616 / 1.9618"
V 1.44 1.26 -1.10
Br 6.06 0.56 4.68
C 4.65 0.74 3.40
C 3.35 0.93 3.86
C 2.33 1.06 2.93
C 2.60 1.01 1.55
O 1.55 1.10 0.75
C 3.93 0.83 1.09
C 4.30 0.74 -0.28
N 3.46 0.90 -1.31
C 3.91 0.80 -2.60
C 5.23 0.53 -2.98
C 5.62 0.52 -4.33
C 4.73 0.79 -5.34
C 3.38 1.06 -5.01
C 2.41 1.35 -5.98
C 1.11 1.60 -5.61
C 0.79 1.54 -4.24
N 1.68 1.25 -3.32
C 2.97 1.03 -3.66
C 4.94 0.69 2.07
H 3.13 0.97 4.92
H 1.31 1.20 3.24
H 5.34 0.53 -0.47
H 5.99 0.33 -2.24
H 6.65 0.31 -4.56
H 5.04 0.80 -6.38
H 2.70 1.37 -7.02
H 0.35 1.84 -6.33
H -0.21 1.74 -3.90
H 5.96 0.54 1.75
C -8.11 -0.88 5.21
C -6.94 -0.03 4.81
C -5.93 -0.52 3.99
C -4.84 0.26 3.62
C -4.76 1.59 4.05
N -3.69 2.43 3.71
C -2.81 2.33 2.64
O -1.67 2.73 2.72
N -3.36 1.72 1.53
C -2.68 1.24 0.40
C -3.39 0.41 -0.46
C -2.77 -0.10 -1.58
C -1.43 0.19 -1.79
N -0.76 0.99 -0.96
C -1.35 1.54 0.09
C -5.77 2.09 4.87
C -6.84 1.29 5.25
H -8.04 -1.88 4.76
H -9.06 -0.44 4.89
H -8.16 -1.01 6.29
H -5.97 -1.54 3.65
H -4.05 -0.17 3.03
H -3.32 3.02 4.44
H -4.34 1.51 1.58
H -4.43 0.18 -0.25
H -3.29 -0.75 -2.27
H -0.87 -0.23 -2.62
H -0.75 2.19 0.70
H -5.72 3.12 5.20
H -7.61 1.71 5.89
S 1.26 3.36 -1.30
O 0.67 -1.36 -3.63
C 1.09 -1.77 -2.56
N 1.31 -1.05 -1.41
C 1.65 -1.94 -0.40
O 1.83 -1.70 0.77
C 1.75 -3.33 -0.98
C 2.08 -4.54 -0.42
C 2.09 -5.65 -1.26
C 1.77 -5.54 -2.61
C 1.43 -4.30 -3.16
C 1.44 -3.21 -2.32
H 2.33 -4.62 0.63
H 2.35 -6.62 -0.86
H 1.79 -6.42 -3.23
H 1.17 -4.19 -4.21

# 5
76
Properties=species:S:1:pos:R:3 method="wB97M-V/def2-TZVPD" total_charge=+3 e_above_lowest_kcal_mol=43.5 spin_multiplicity=1 gap_ev="4.1 / 4.1" homo_energy_ev="-15.98 / -15.98" e_lumo_ev="-11.8578 / -11.8565"
Pt -0.11 -0.15 0.47
C 2.83 -0.27 3.86
O 2.08 0.99 3.89
C 1.26 0.97 2.88
N 1.34 -0.01 2.05
C 2.45 -0.90 2.50
C 2.14 -2.39 2.59
C 1.25 -3.03 1.74
C 1.04 -4.40 1.84
C 1.72 -5.15 2.78
C 2.63 -4.52 3.62
C 2.84 -3.15 3.53
C 0.31 2.10 2.72
C 0.13 3.17 3.59
C -0.84 4.11 3.24
C -1.59 3.96 2.07
C -1.31 2.86 1.27
N -0.39 1.98 1.62
C -1.96 2.50 -0.02
N -1.67 1.43 -0.67
C -2.45 1.46 -1.93
C -3.27 2.78 -1.80
O -2.85 3.33 -0.52
C -1.57 1.46 -3.16
C -1.88 0.63 -4.23
C -1.16 0.72 -5.42
C -0.13 1.64 -5.54
C 0.18 2.47 -4.47
C -0.53 2.38 -3.28
H 3.88 -0.02 3.96
H 2.50 -0.86 4.71
H 3.27 -0.77 1.79
H 0.71 -2.48 0.98
H 0.33 -4.88 1.17
H 1.56 -6.22 2.86
H 3.19 -5.10 4.35
H 3.56 -2.70 4.19
H 0.71 3.27 4.50
H -1.03 4.96 3.88
H -2.35 4.68 1.79
H -3.10 0.59 -1.95
H -3.02 3.51 -2.57
H -4.35 2.62 -1.77
H -2.71 -0.07 -4.15
H -1.44 0.10 -6.26
H 0.39 1.75 -6.48
H 0.96 3.22 -4.57
H -0.31 3.06 -2.47
Cl -1.34 -3.12 -3.58
C -0.06 -2.06 -3.48
C 0.85 -1.91 -4.49
C 1.90 -0.99 -4.36
Cl 2.96 -0.84 -5.64
C 2.10 -0.19 -3.16
C 3.16 0.70 -2.98
C 3.23 1.40 -1.79
C 2.29 1.17 -0.80
N 1.29 0.29 -0.96
C 1.19 -0.35 -2.13
C 0.05 -1.26 -2.23
O -0.78 -1.32 -1.33
H 0.76 -2.49 -5.40
H 3.90 0.85 -3.76
H 4.03 2.11 -1.61
H 2.31 1.69 0.15
I -5.78 -1.27 1.20
C -3.88 -1.31 2.01
C -3.63 -1.81 3.29
C -2.33 -1.81 3.75
C -1.31 -1.31 2.96
N -1.56 -0.81 1.74
C -2.82 -0.83 1.27
H -4.44 -2.19 3.90
H -2.09 -2.20 4.73
H -0.29 -1.33 3.29
H -2.97 -0.45 0.27

# 6
78
Properties=species:S:1:pos:R:3 method="wB97M-V/def2-TZVPD" total_charge=-2 e_above_lowest_kcal_mol=17.1 spin_multiplicity=1 gap_ev=5.8 homo_energy_ev=-2.11 e_lumo_ev=3.6630
Pd -2.85 0.06 0.44
Cl -4.35 -1.56 2.93
C -4.37 0.19 3.11
C -3.84 0.97 2.08
C -3.89 2.34 2.33
Cl -3.28 3.44 1.10
C -4.40 2.91 3.49
Cl -4.42 4.63 3.73
C -4.90 2.08 4.49
Cl -5.54 2.76 5.95
C -4.89 0.71 4.30
Cl -5.51 -0.33 5.54
C 1.25 -1.32 2.03
P -0.41 -0.56 1.54
C -1.24 -2.13 1.08
C -2.12 -2.11 0.00
C -2.89 -3.23 -0.32
C -2.81 -4.37 0.47
C -1.97 -4.38 1.57
C -1.19 -3.27 1.88
C 0.04 0.09 -0.11
C 0.62 -0.68 -1.12
C 0.93 -0.11 -2.34
C 0.68 1.23 -2.59
C 0.10 2.01 -1.59
C -0.22 1.44 -0.36
P 2.57 -0.07 2.31
C 3.33 0.07 0.65
C 3.25 1.29 -0.02
C 3.79 1.44 -1.29
C 4.42 0.37 -1.90
C 4.52 -0.85 -1.25
C 3.97 -1.00 0.02
C 3.88 -1.09 3.12
C 5.09 -0.45 3.40
C 6.13 -1.12 4.01
C 5.98 -2.46 4.37
C 4.79 -3.10 4.11
C 3.74 -2.43 3.48
H 1.57 -2.11 1.34
H 1.06 -1.77 3.01
H -2.10 -1.28 -0.74
H -3.55 -3.20 -1.17
H -3.41 -5.24 0.23
H -1.91 -5.26 2.20
H -0.56 -3.30 2.76
H 0.81 -1.73 -0.95
H 1.38 -0.72 -3.12
H 0.92 1.67 -3.55
H -0.12 3.05 -1.78
H -0.68 2.05 0.42
H 2.74 2.12 0.46
H 3.68 2.38 -1.81
H 4.82 0.48 -2.90
H 5.00 -1.69 -1.73
H 4.05 -1.96 0.53
H 5.21 0.59 3.13
H 7.06 -0.61 4.21
H 6.80 -2.99 4.85
H 4.66 -4.15 4.38
H 2.82 -2.96 3.28
N -3.99 1.84 -1.97
C -3.12 1.96 -3.06
C -2.69 0.82 -3.75
C -1.84 0.92 -4.83
C -1.39 2.16 -5.27
C -1.83 3.30 -4.61
C -2.69 3.20 -3.52
S -0.19 2.26 -6.59
O 1.08 1.89 -5.95
O -0.64 1.30 -7.59
O -0.23 3.65 -7.03
H -3.96 2.65 -1.37
H -3.75 1.03 -1.39
H -3.03 -0.15 -3.40
H -1.50 0.03 -5.35
H -1.48 4.26 -4.96
H -3.01 4.10 -3.01